A structure of composition C38H47BClF5NbOS in a non-equilibrium geometry. Source: the OMol25 dataset; level of theory: ωB97M-V/def2-TZVPD.

Properties
Kohn-Sham gap (eV): 5.97
E_LUMO (eV): 2.05
Charge: -1

Element x y z (Å)
1 Nb -2.52202 2.88077 0.43581
2 Cl -4.46954 4.29584 -0.30329
3 S -1.15515 4.95674 1.03331
4 F 3.51224 -7.35082 -1.48848
5 F 2.42317 2.29299 2.05462
6 F 1.20544 -0.37393 -1.11990
7 F 1.55496 -4.95013 1.11426
8 F -7.17882 9.07623 -5.18599
9 O -3.19853 4.06294 3.50506
10 C 2.91012 -6.47245 4.09968
11 C -4.09744 -2.79614 -0.77915
12 C 3.10375 4.74674 -0.51188
13 C 4.11626 3.91667 1.94112
14 C -5.27666 -1.79728 -0.53669
15 C 3.98732 -6.24837 -2.10761
16 C 5.46432 -4.37068 -2.12688
17 C -6.48549 8.37632 -3.03995
18 C 4.48568 0.04982 0.33220
19 C 3.47081 -5.88765 -3.33777
20 C 4.67267 -1.20259 0.90581
21 C -5.49499 6.19595 -2.77424
22 C -5.92099 7.40026 -2.22697
23 C 4.72823 4.95595 1.25352
24 C -4.32940 1.79158 3.12446
25 C -1.00674 0.30491 1.81995
26 C 2.34111 -0.64659 -0.45788
27 C -5.63915 5.96612 -4.13748
28 C -6.62530 8.12887 -4.39316
29 C 3.00737 3.30120 1.38777
30 C -0.73935 1.63070 1.03343
31 C 3.68555 -2.17549 0.79301
32 C 4.95207 -3.99104 -3.36170
33 C 2.50905 -1.89542 0.11164
34 C 2.18761 -5.82038 1.91802
35 C -2.95694 -2.68654 0.27981
36 C 2.76135 -6.94778 1.36233
37 C -2.56103 -1.19030 0.40830
38 C 2.25435 -5.56675 3.27597
39 C -6.21215 6.93473 -4.95374
40 C 3.49811 -7.60948 3.55580
41 C 2.49282 3.70108 0.16638
42 C 3.95507 -4.74769 -3.96505
43 C 4.97666 -5.50462 -1.49147
44 C -1.10992 -0.97109 0.93608
45 C 3.42623 -7.84474 2.18753
46 C 3.31508 0.33051 -0.35918
47 C 4.22063 5.37258 0.02880
48 B -3.38894 2.99583 2.56784
49 H 4.49176 3.58251 2.89996
50 H -2.63441 -0.69951 -0.57071
51 H 1.62502 3.20149 -0.24660
52 H 3.15395 1.29788 -0.81815
53 H -2.07570 -3.20682 -0.13363
54 H -0.22138 1.36417 0.08967
55 H 5.60020 5.44108 1.67310
56 H -5.04987 5.43666 -2.13184
57 H -5.30417 5.03039 -4.56584
58 H -1.87859 0.32682 2.48507
59 H -2.25001 4.12964 3.59442
60 H -5.20247 2.15569 3.69036
61 H -5.81221 7.57819 -1.16488
62 H -1.83618 3.09034 -1.26437
63 H 1.79778 -4.67127 3.67820
64 H -3.64963 -2.52778 -1.74898
65 H -0.12781 0.14969 2.47882
66 H 4.69665 6.18630 -0.50412
67 H 6.24189 -3.78235 -1.65825
68 H -0.34679 -1.01537 0.15135
69 H -3.28013 -3.13105 1.23138
70 H 2.96371 -6.29096 5.16503
71 H -4.67956 1.15111 2.29742
72 H 3.83172 -3.15239 1.23672
73 H 5.58783 -1.42151 1.44223
74 H -3.52685 1.44325 -0.04404
75 H -6.23206 -2.34638 -0.53711
76 H -6.81586 9.32334 -2.63146
77 H 5.25135 0.80927 0.42424
78 H -5.32577 -1.07966 -1.36409
79 H 3.88824 -8.72661 1.76266
80 H -5.21617 -1.27442 0.42415
81 H -1.83639 6.01977 0.51515
82 H -0.90936 -1.82865 1.61260
83 H 2.68650 -7.11389 0.29817
84 H -6.33936 6.76874 -6.01639
85 H 2.69881 -6.49322 -3.79468
86 H -0.03205 2.28350 1.57121
87 H 3.55283 -4.44906 -4.92395
88 H 1.72662 -2.63746 0.02061
89 H -3.24648 -0.69874 1.10841
90 H -3.72388 1.13198 3.77508
91 H 2.70592 5.07383 -1.46323
92 H 5.35572 -5.81193 -0.52486
93 H -4.49587 -3.81890 -0.84000
94 H 5.33013 -3.10371 -3.85274
95 H 4.01295 -8.31136 4.19985